[1]
Formula: C23H48NO2P3Pb
Source: the Open Molecules 2025 dataset
Level of theory: ωB97M-V with the def2-TZVPD basis set

Kohn-Sham gap (alpha / beta): 5.9 / 4.5 eV
lowest unoccupied orbital energy (alpha / beta): -13.44 / -14.82 eV
total charge: +4
spin multiplicity: 1

Last column: Löwdin charge in e.
Atoms and positions in Å:
Pb -0.36 0.19 0.34  1.0697
P -0.89 -1.85 -1.54  0.7156
P -0.07 2.05 -1.97  0.7047
P -2.94 1.45 0.65  0.7357
O 3.00 -1.92 -5.05  0.1446
O -0.85 -1.14 2.34  -0.2444
N -0.73 -2.49 4.12  0.1264
C -1.45 2.48 -3.10  -0.2347
C 0.63 3.71 -1.62  -0.2373
C 0.62 -2.74 -2.08  -0.2362
C 4.23 0.02 -4.55  0.0409
C -1.63 -2.27 6.43  -0.1716
C -0.52 -2.84 5.54  -0.1283
C -1.44 -0.79 6.73  -0.1921
C -4.29 1.10 -0.53  -0.2277
C 5.43 -1.99 -5.30  0.0729
C -1.80 -3.18 -0.68  -0.2309
C -0.52 -0.06 4.49  -0.0989
C 2.38 1.67 1.29  -0.1013
C -1.64 0.11 5.52  -0.1836
C -3.72 0.99 2.24  -0.2385
C -1.80 -1.66 -3.10  -0.2208
C 1.17 1.44 -3.17  -0.2829
C 5.44 0.60 -4.17  0.0155
C 1.60 2.55 1.95  -0.0385
C 6.64 -0.11 -4.36  0.0551
C -0.71 -1.26 3.59  -0.4146
C -3.00 3.27 0.75  -0.2272
C 6.63 -1.38 -4.95  0.0296
C 4.22 -1.31 -5.01  -0.2092
H -4.47 0.02 -0.56  0.0566
H -0.12 4.31 -1.09  0.0582
H -1.28 -3.46 0.24  0.0565
H 1.37 2.22 -3.91  0.0763
H -4.02 1.46 -1.53  0.0431
H 7.58 -1.90 -5.13  0.1500
H -2.81 -2.84 -0.43  0.0639
H 0.89 4.20 -2.57  0.0783
H -0.65 -3.24 3.43  0.1643
H 2.83 1.88 0.31  0.0600
H -2.33 3.62 1.55  0.0628
H -5.21 1.61 -0.20  0.0857
H 1.52 3.61 -0.99  0.0393
H -0.53 -3.93 5.63  0.1401
H 1.26 -2.08 -2.68  0.0331
H -2.17 -0.51 7.51  0.1305
H -2.69 3.72 -0.21  0.0382
H 2.61 0.70 1.73  0.0646
H 1.18 -3.08 -1.19  0.0676
H 2.10 1.20 -2.64  0.0410
H 0.45 -0.16 5.00  0.1465
H -1.66 1.14 5.87  0.1282
H 0.47 -2.48 5.86  0.1378
H 5.40 -2.98 -5.76  0.1520
H -1.92 1.56 -3.47  0.0432
H -3.11 1.36 3.08  0.0509
H -4.03 3.60 0.98  0.0863
H 3.28 0.54 -4.46  0.1015
H -2.79 -1.21 -2.91  0.0589
H -4.73 1.42 2.30  0.0844
H -2.19 3.08 -2.56  0.0460
H 1.28 2.36 2.98  0.0720
H 1.28 3.50 1.50  0.0691
H 5.43 1.60 -3.74  0.1354
H -0.48 0.83 3.85  0.0951
H -0.44 -0.63 7.15  0.1293
H -2.62 -0.08 5.06  0.1165
H -1.87 -4.06 -1.34  0.0829
H 0.80 0.54 -3.67  0.0387
H -1.95 -2.65 -3.56  0.0868
H -3.79 -0.11 2.31  0.0616
H -1.05 3.06 -3.94  0.0816
H 7.59 0.35 -4.05  0.1534
H 3.11 -2.83 -5.39  0.1504
H 0.33 -3.61 -2.68  0.0813
H -2.60 -2.45 5.94  0.1292
H -1.63 -2.83 7.37  0.1326
H -1.24 -1.02 -3.79  0.0461

[2]
Formula: C3H7N2O
Source: the Open Molecules 2025 dataset
Level of theory: ωB97M-V with the def2-TZVPD basis set

Kohn-Sham gap: 8.1 eV
lowest unoccupied orbital energy: -6.17 eV
total charge: +1
spin multiplicity: 1

Last column: natural (NBO) charge in e.
Atoms and positions in Å:
O -0.12 -0.04 -0.30  -0.2036
N -1.28 0.64 -0.70  -0.2873
N -2.57 -0.67 0.74  -0.6233
C 2.11 -0.52 0.11  -0.7312
C 1.03 0.50 -0.10  0.5193
C -2.45 0.37 0.00  0.2238
H -1.05 1.43 -1.18  0.3956
H 1.91 -1.30 -0.52  0.2809
H 3.17 -0.22 0.25  0.2913
H -3.49 -0.64 1.29  0.3884
H 1.88 -0.96 1.10  0.3108
H 1.14 1.59 -0.06  0.2245
H -3.22 1.21 -0.29  0.2107

Calculated values (eV) of E_tot for the records, taken in order: -63289.673, -8240.996.
Calculated values (Eh/bohr) of largest force on an atom for the records, taken in order: 0.0486, 0.0695.